# 1
84
Properties=species:S:1:pos:R:3 method="wB97M-V/def2-TZVPD" homo_energy_ev=-13.17 charge=+2 homo_lumo_gap_ha=0.2573 lumo_ev=-6.168
Ti -0.638 -1.351 0.648
C -2.867 -0.045 5.548
N -2.475 0.852 4.475
C -2.413 2.302 4.690
C -2.079 2.840 3.291
N -1.661 1.619 2.600
C -1.993 0.524 3.286
S -1.909 -1.105 2.738
H -3.894 0.162 5.843
H -2.212 0.100 6.407
H -2.792 -1.075 5.212
H -1.636 2.527 5.423
H -3.364 2.671 5.066
H -1.281 3.578 3.309
H -2.951 3.277 2.804
H -1.353 1.575 1.644
Cl 0.697 -4.745 3.611
C 0.639 -4.854 1.840
Cl 2.218 -5.157 1.133
C 0.072 -3.536 1.382
O -1.139 -3.386 1.130
O 0.824 -2.493 1.284
H -0.034 -5.662 1.573
O -0.587 -1.671 -1.047
C -1.261 -1.929 -2.307
C -2.718 -1.616 -2.034
C -3.875 -1.828 -2.703
C -5.025 -1.386 -1.970
C -4.734 -0.847 -0.762
S -3.028 -0.815 -0.542
C -0.685 -0.985 -3.332
C -1.140 0.270 -3.628
C -0.347 0.922 -4.608
C 0.683 0.140 -5.034
S 0.701 -1.381 -4.264
C -0.998 -3.391 -2.599
C -1.756 -4.309 -3.255
C -1.117 -5.578 -3.357
C 0.103 -5.597 -2.765
S 0.503 -4.078 -2.084
H -3.936 -2.278 -3.683
H -6.035 -1.479 -2.342
H -5.397 -0.433 -0.020
H -2.032 0.699 -3.191
H -0.556 1.908 -4.998
H 1.419 0.366 -5.792
H -2.738 -4.113 -3.658
H -1.560 -6.435 -3.843
H 0.794 -6.422 -2.686
O 0.105 0.355 0.602
As 1.509 1.293 0.247
C 2.509 0.329 -1.048
C 2.959 0.997 -2.182
C 3.768 0.321 -3.084
C 4.102 -1.005 -2.859
C 3.627 -1.674 -1.736
C 2.834 -1.009 -0.817
C 2.430 1.568 1.885
C 2.002 2.613 2.703
C 2.626 2.816 3.923
C 3.662 1.977 4.318
C 4.084 0.940 3.497
C 3.472 0.730 2.271
C 0.863 2.928 -0.454
C 1.666 4.065 -0.433
C 1.191 5.230 -1.015
C -0.068 5.252 -1.602
C -0.861 4.112 -1.621
C -0.396 2.937 -1.051
H 2.684 2.029 -2.355
H 4.132 0.833 -3.965
H 4.734 -1.528 -3.565
H 3.882 -2.713 -1.574
H 2.466 -1.538 0.053
H 1.206 3.271 2.376
H 2.318 3.635 4.559
H 4.152 2.142 5.268
H 4.899 0.301 3.808
H 3.820 -0.062 1.624
H 2.645 4.043 0.030
H 1.802 6.123 -1.011
H -0.432 6.166 -2.053
H -1.837 4.138 -2.088
H -0.992 2.032 -1.085

# 2
17
Properties=species:S:1:pos:R:3 method="wB97M-V/def2-TZVPD" homo_energy_ev=-6.94 homo_lumo_gap_ha=0.2924 lumo_ev=1.011
C -1.500 -1.943 0.325
C -1.173 -0.605 0.005
C 0.215 0.155 1.623
O 1.159 0.604 0.652
C 0.510 0.869 -0.531
C 1.499 1.148 -1.631
O -0.236 -0.317 -0.887
H -2.498 -2.158 0.685
H -0.723 -1.166 1.194
H -0.885 -2.732 -0.091
H -1.865 0.195 0.279
H 0.781 -0.394 2.385
H -0.299 1.013 2.088
H -0.229 1.684 -0.411
H 2.144 0.275 -1.766
H 0.983 1.367 -2.569
H 2.116 2.005 -1.350

# 3
12
Properties=species:S:1:pos:R:3 method="wB97M-V/def2-TZVPD" homo_energy_ev=-8.69 homo_lumo_gap_ha=0.3625 lumo_ev=1.175 smiles="[H]/N=C/N.C=N"
H 0.859 1.568 2.085
N 0.536 1.124 1.197
C -0.572 1.692 0.822
N -1.103 1.245 -0.336
H -1.043 2.350 1.457
H -0.651 0.558 -0.828
H -2.021 1.652 -0.641
C 0.704 -2.400 -0.916
N 0.520 -1.134 -0.860
H -0.183 -3.012 -1.061
H 1.589 -2.945 -0.514
H 1.364 -0.699 -0.404

# 4
24
Properties=species:S:1:pos:R:3 method="wB97M-V/def2-TZVPD" homo_energy_ev=-10.57 homo_lumo_gap_ha=0.4000 lumo_ev=0.311 smiles=CCCCO.O.O.O
C 2.334 2.317 -2.955
C 1.288 2.843 -1.989
C 0.615 1.712 -1.213
C -0.861 1.718 -1.131
O -1.124 0.923 0.072
H 3.010 2.986 -3.416
H 1.932 1.474 -3.717
H 3.170 1.709 -2.446
H 1.653 3.648 -1.254
H 0.588 3.537 -2.572
H 0.790 0.748 -1.745
H 1.166 1.439 -0.233
H -1.225 1.300 -2.073
H -1.170 2.771 -0.761
H -0.209 0.528 0.436
O -0.308 -5.125 3.434
H 0.479 -5.680 3.490
H -0.628 -5.078 2.494
O 1.263 -0.898 2.385
H 2.079 -1.266 2.475
H 0.757 -1.302 1.611
O -3.186 -1.851 0.470
H -2.354 -1.765 0.055
H -3.458 -0.978 0.504